(1)
Here is a 2-piece molecular cluster, C4H11N2O overall from OMol25. Energies are from ωB97M-V/def2-TZVPD.

Each line ends with the Mulliken charge.
CARTESIAN COORDINATES (ANGSTROEM)
1 C 0.16485 -1.23106 0.04133  -0.89
2 C -0.16999 -3.05483 -1.56533  -0.08
3 N -0.36977 -2.52735 -0.42931  0.01
4 H 0.28289 -1.25613 1.11580  0.34
5 H -0.57594 -0.47099 -0.19181  0.42
6 H 1.06197 -1.02933 -0.53331  0.28
7 H 0.45871 -2.53580 -2.28507  0.26
8 H -0.64662 -4.00736 -1.75640  0.28
9 H -0.95322 -3.02585 0.24163  0.32
10 C -0.64146 2.47618 -0.15907  -1.16
11 C -0.10342 1.75635 1.05880  0.64
12 N 1.23220 1.88669 1.27384  -0.37
13 O -0.80507 1.05918 1.76371  -0.61
14 H -0.19226 2.13992 -1.09274  0.35
15 H -0.41735 3.53592 -0.06624  0.43
16 H -1.72160 2.36263 -0.17158  0.32
17 H 1.60935 1.49205 2.11941  0.25
18 H 1.78673 2.42978 0.63634  0.20

Cartesian forces (eV/Å) of the 2 atoms listed first:
-0.406 -0.135 -0.717
-0.085 0.063 0.314

Relative energy (zero: lowest compared OMol25 entry of this formula, charge and spin): 155.8 kJ/mol
Net charge: +1
HOMO-LUMO gap: 7.9 eV
E_HOMO: -13.0 eV


(2)
Here is FHINS in the gas phase from OMol25. Energies are from ωB97M-V/def2-TZVPD.

Each line ends with the Mulliken spin population.
CARTESIAN COORDINATES (ANGSTROEM)
1 N 0.43221 -0.00061 1.29906  1.19
2 F 0.58182 -0.56691 -1.76551  0.21
3 S -0.45140 -0.30788 -0.37412  0.61
4 I -0.90743 1.81574 -1.06685  0.02
5 H 0.34480 -0.94034 1.90741  -0.03

Cartesian forces (eV/Å) of the 2 atoms listed first:
-0.818 -1.273 1.347
0.501 -0.442 -1.700

Relative energy (zero: lowest compared OMol25 entry of this formula, charge and spin): 61.1 kJ/mol
Multiplicity: 3
HOMO-LUMO gap (spin up / spin down): 6.6 / 7.8 eV
E_HOMO (spin up / spin down): -7.4 / -10.0 eV


(3)
Here is C29H38FIrN5OS2 as an isolated structure from OMol25. Energies are from ωB97M-V/def2-TZVPD.

Each line ends with the Mulliken spin population.
CARTESIAN COORDINATES (ANGSTROEM)
1 Ir -0.22416 0.01989 0.19575  2.71
2 C 0.01448 2.88144 1.96826  0.00
3 N -1.03492 1.88935 1.73980  0.13
4 C -1.54846 1.41191 3.02036  -0.01
5 C -2.10461 2.48808 0.93212  0.01
6 C -1.68624 2.59336 -0.51343  -0.05
7 C -2.07769 3.67036 -1.29683  -0.02
8 C -1.72889 3.72273 -2.64002  0.04
9 C -0.99156 2.68865 -3.19742  -0.02
10 C -0.60350 1.61033 -2.41028  -0.01
11 C -0.93246 1.54610 -1.05409  0.11
12 H -0.36736 3.72840 2.55269  0.00
13 H 0.37424 3.25447 1.00999  -0.01
14 H 0.84066 2.43095 2.51535  0.00
15 H -1.96625 2.23231 3.61807  0.00
16 H -0.73996 0.95034 3.58925  0.00
17 H -2.32823 0.66926 2.85523  0.00
18 H -2.39094 3.46804 1.33666  0.00
19 H -2.98008 1.83582 1.00467  -0.01
20 H -2.65603 4.47437 -0.85470  0.00
21 H -2.03105 4.56813 -3.24425  0.00
22 H -0.71850 2.71841 -4.24515  0.00
23 H -0.04450 0.80272 -2.87491  0.04
24 C 3.21081 1.43312 0.73751  0.05
25 C 2.67087 0.46533 1.73048  -0.04
26 N 1.51255 -0.13081 1.65391  -0.03
27 C 1.30100 -1.01438 2.69588  -0.01
28 C 2.31791 -1.06743 3.59205  0.00
29 S 3.56962 -0.00058 3.12278  0.01
30 C 0.03766 -1.74723 2.72602  0.00
31 C -0.35178 -2.71285 3.59653  0.01
32 S -1.92780 -3.25272 3.20874  0.01
33 C -1.98614 -2.16260 1.87708  -0.01
34 N -0.90414 -1.44873 1.76279  0.07
35 C -3.16198 -2.05593 0.97176  0.01
36 H 2.39582 1.99383 0.28296  -0.03
37 H 3.72978 0.89367 -0.05685  -0.01
38 H 3.91160 2.12373 1.20357  0.00
39 H 2.40679 -1.66754 4.48240  0.00
40 H 0.19110 -3.12668 4.43004  0.00
41 H -4.02840 -2.56740 1.38507  0.00
42 H -2.91419 -2.49178 0.00253  0.00
43 H -3.39636 -1.00333 0.80794  0.00
44 F 6.25818 0.36878 -5.73775  0.02
45 C 5.33896 0.14018 -4.79003  0.21
46 C 5.30578 -1.10416 -4.17443  -0.08
47 C 4.36716 -1.33791 -3.19783  0.18
48 C 3.43497 -0.33503 -2.81322  0.02
49 C 2.48516 -0.56921 -1.82040  0.30
50 C 3.51369 0.91938 -3.47763  0.18
51 C 4.45358 1.15502 -4.45336  -0.08
52 H 6.01916 -1.86014 -4.47404  0.00
53 H 4.33228 -2.29976 -2.70060  0.01
54 H 1.76819 0.19627 -1.53542  0.25
55 H 2.41247 -1.52921 -1.32579  0.00
56 H 2.81020 1.69752 -3.20448  0.02
57 H 4.52306 2.10651 -4.96317  0.00
58 C 0.70117 -3.76056 -2.40378  0.02
59 N -0.60494 -3.38752 -2.92412  0.00
60 C -0.77143 -3.67295 -4.34320  0.00
61 C -1.31462 -2.44174 -2.24556  0.00
62 O -0.76486 -1.79438 -1.33330  -0.04
63 N -2.62591 -2.27624 -2.56751  0.00
64 C -3.44607 -3.29770 -3.19815  0.00
65 C -3.35362 -1.09465 -2.13672  0.00
66 H 0.90731 -4.79197 -2.69056  0.00
67 H 0.71052 -3.67928 -1.32126  0.00
68 H 1.48806 -3.11774 -2.81033  -0.01
69 H 0.17618 -3.48791 -4.85288  0.00
70 H -1.51771 -3.02477 -4.79042  0.00
71 H -1.04950 -4.71553 -4.50950  0.00
72 H -2.96365 -4.26983 -3.13952  0.00
73 H -3.67197 -3.06725 -4.24170  0.00
74 H -4.39434 -3.35652 -2.66125  0.00
75 H -2.69074 -0.41504 -1.61408  0.02
76 H -4.17700 -1.37601 -1.47432  0.00
77 H -3.77453 -0.57997 -3.00316  0.00

Cartesian forces (eV/Å) of the 2 atoms listed first:
-0.335 0.748 0.057
0.006 -0.018 -0.062

Relative energy (zero: lowest compared OMol25 entry of this formula, charge and spin): 0.0 kJ/mol
Multiplicity: 5
Net charge: +1
HOMO-LUMO gap (spin up / spin down): 6.8 / 7.5 eV
E_HOMO (spin up / spin down): -9.3 / -10.6 eV


(4)
Here is C31H45Cl2N4O2PPtS2 as an isolated structure from OMol25. Energies are from ωB97M-V/def2-TZVPD.

Each line ends with the Mulliken spin population.
CARTESIAN COORDINATES (ANGSTROEM)
1 Pt -0.02206 0.09036 0.42971  1.76
2 S 2.29830 -0.17194 -0.41432  0.68
3 C 2.87470 -1.59601 0.26929  0.07
4 C 4.27860 -1.84720 0.15012  -0.02
5 N 5.41226 -2.02760 0.08076  0.06
6 C 2.05183 -2.52187 0.91226  0.13
7 S 0.41188 -2.26495 1.16286  0.80
8 C 2.56255 -3.79584 1.32136  -0.02
9 N 2.93850 -4.84170 1.61754  0.07
10 C 1.64042 4.17803 1.67214  0.01
11 C 0.78084 3.32525 0.79042  0.00
12 O 1.08735 2.13573 0.54729  0.11
13 N -0.29896 3.88628 0.25294  0.01
14 C -1.14175 3.19270 -0.70868  0.02
15 C -2.23968 2.41086 -0.03397  -0.01
16 C -3.55754 2.82898 -0.10088  0.00
17 C -4.53955 2.10717 0.56096  0.00
18 C -4.16984 1.00428 1.31398  0.00
19 C -2.83888 0.64378 1.34135  -0.01
20 N -1.89399 1.31710 0.66370  0.10
21 H 2.56198 3.65133 1.89889  0.00
22 H 1.11446 4.38746 2.60613  0.00
23 H 1.87256 5.12542 1.18595  0.00
24 H -0.52012 4.84040 0.49309  0.00
25 H -0.50706 2.52243 -1.28551  -0.01
26 H -1.56861 3.92613 -1.38702  0.00
27 H -3.81241 3.71462 -0.66859  0.00
28 H -5.57755 2.40870 0.49524  0.00
29 H -4.89856 0.43050 1.86927  0.00
30 H -2.51117 -0.21053 1.91913  0.01
31 Cl 0.36953 0.89645 3.04872  0.10
32 C 0.02987 0.01303 4.58321  0.00
33 Cl -0.60520 -1.59721 4.31401  0.01
34 H -0.71150 0.59396 5.11666  0.00
35 H 0.96574 -0.04921 5.12274  0.00
36 O -1.57846 -1.15310 -0.42862  0.11
37 P -2.26648 -1.71996 -1.69424  -0.02
38 C -1.06908 -2.67154 -2.68001  0.02
39 C -0.94726 -4.13723 -2.20138  0.00
40 C 0.41339 -4.74975 -2.59504  0.00
41 C 0.95652 -4.11572 -3.87279  0.00
42 C 1.25012 -2.62225 -3.65348  0.01
43 C 0.31838 -2.01750 -2.59329  -0.01
44 C -3.00682 -0.29933 -2.57604  -0.01
45 C -4.08606 -0.61346 -3.62604  0.00
46 C -3.52195 -0.99020 -4.99437  0.00
47 C -2.59572 0.11461 -5.49688  0.00
48 C -1.44218 0.32906 -4.51996  0.00
49 C -1.95504 0.68737 -3.12133  -0.02
50 C -3.68852 -2.69211 -1.10887  0.01
51 C -3.43160 -3.37754 0.24460  0.00
52 C -4.71801 -4.06904 0.69922  0.00
53 C -5.20476 -5.12272 -0.32717  0.00
54 C -4.38666 -5.09552 -1.62071  0.00
55 C -4.27592 -3.67081 -2.16684  0.00
56 H -1.41167 -2.64598 -3.71646  0.00
57 H -1.75256 -4.73173 -2.62962  0.00
58 H -1.04778 -4.18022 -1.11429  0.01
59 H 0.29904 -5.82524 -2.72116  0.00
60 H 1.13914 -4.60569 -1.78756  0.00
61 H 0.22508 -4.24530 -4.67603  0.00
62 H 1.86078 -4.63024 -4.19498  0.00
63 H 1.14268 -2.07905 -4.59504  0.00
64 H 2.28592 -2.48668 -3.33335  0.00
65 H 0.27869 -0.93161 -2.70681  0.00
66 H 0.70871 -2.21971 -1.59381  0.01
67 H -3.50159 0.17027 -1.71430  0.00
68 H -4.68516 0.29421 -3.74958  0.00
69 H -4.76622 -1.38290 -3.26025  0.00
70 H -4.34546 -1.13848 -5.69251  0.00
71 H -2.97635 -1.93733 -4.93952  0.00
72 H -3.17102 1.04153 -5.59590  0.00
73 H -2.20557 -0.12972 -6.48523  0.00
74 H -0.78681 1.12493 -4.87892  0.00
75 H -0.84477 -0.58397 -4.47924  0.00
76 H -2.41703 1.68012 -3.16403  0.00
77 H -1.11642 0.75832 -2.41806  0.02
78 H -4.41449 -1.89256 -0.91020  0.00
79 H -3.11678 -2.63618 0.98137  -0.01
80 H -2.63215 -4.11513 0.16766  0.00
81 H -5.48875 -3.30865 0.85334  0.00
82 H -4.54582 -4.53506 1.66916  0.00
83 H -6.25509 -4.94902 -0.56671  0.00
84 H -5.15502 -6.12160 0.10412  0.00
85 H -4.85899 -5.72801 -2.37207  0.00
86 H -3.39338 -5.51098 -1.43879  0.00
87 H -5.27754 -3.33810 -2.44383  0.00
88 H -3.68655 -3.67212 -3.08880  0.00

Cartesian forces (eV/Å) of the 2 atoms listed first:
-0.306 0.024 -0.330
-0.099 0.031 0.291

Relative energy (zero: lowest compared OMol25 entry of this formula, charge and spin): 36.3 kJ/mol
Multiplicity: 5
Net charge: +2
HOMO-LUMO gap (spin up / spin down): 8.2 / 6.1 eV
E_HOMO (spin up / spin down): -14.2 / -15.2 eV


(5)
Here is a 3-piece molecular cluster, C3H14N2O overall from OMol25. Energies are from ωB97M-V/def2-TZVPD.

Each line ends with the Mulliken charge.
CARTESIAN COORDINATES (ANGSTROEM)
1 C -0.65205 -1.24169 -0.70767  -0.39
2 C 0.40100 -0.33409 -1.26833  -0.65
3 C 1.02547 0.32592 -0.13564  -0.13
4 N 2.37515 1.65479 -0.78252  -0.68
5 N -1.63946 -0.44009 0.20025  -0.45
6 H -0.24495 -2.13091 -0.07867  0.32
7 H -1.34406 -1.55541 -1.53160  0.36
8 H -0.07885 0.33371 -2.02842  0.36
9 H 1.18857 -0.82594 -1.86690  0.39
10 H 0.55398 1.19600 0.25587  0.29
11 H 1.78724 -0.27354 0.33849  0.32
12 H 2.64255 1.83464 -1.75274  0.34
13 H 2.08603 2.60436 -0.52697  0.36
14 H 3.29940 1.42253 -0.38335  0.36
15 H -2.62122 -0.57385 -0.07351  0.36
16 H -1.49769 0.60035 -0.10603  0.37
17 H -1.55940 -0.56906 1.31687  0.39
18 H -2.32007 -1.36170 3.05323  0.33
19 H -1.60054 -0.02340 3.40478  0.33
20 O -1.80112 -0.64261 2.67286  -0.58

Cartesian forces (eV/Å) of the 2 atoms listed first:
-1.946 -2.047 0.887
0.096 0.583 -2.135

Relative energy (zero: lowest compared OMol25 entry of this formula, charge and spin): 206.9 kJ/mol
Net charge: +2
HOMO-LUMO gap: 12.0 eV
E_HOMO: -20.5 eV


(6)
Here is C9H8Cl3NO2Rh as an isolated structure from OMol25. Energies are from ωB97M-V/def2-TZVPD.

Each line ends with the Mulliken charge.
CARTESIAN COORDINATES (ANGSTROEM)
1 Rh 0.28985 1.07983 -1.31166  0.36
2 N 3.96710 1.87109 0.13588  -0.32
3 C 2.68102 1.89321 -0.14032  0.83
4 O 2.26919 1.38749 -1.22170  -0.61
5 C 1.69435 2.53565 0.77652  -0.85
6 C 0.26188 2.17627 0.35502  -0.48
7 H 4.60644 1.43887 -0.51505  0.28
8 H 4.33621 2.29504 0.97043  0.23
9 H 1.85648 3.61560 0.72046  0.35
10 H 1.89578 2.24115 1.80721  0.41
11 H -0.34420 3.05221 0.11251  0.54
12 H -0.24477 1.58255 1.11236  0.26
13 Cl -4.55504 -3.80553 0.05711  -0.18
14 C -3.12430 -2.85653 -0.10870  0.45
15 C -3.19829 -1.60823 -0.69586  -1.01
16 C -2.01836 -0.89763 -0.79908  0.87
17 Cl -2.00946 0.69680 -1.55167  -0.09
18 C -0.78536 -1.33894 -0.36057  0.29
19 O 0.34183 -0.62079 -0.46540  -0.68
20 C -0.75594 -2.61012 0.22829  0.34
21 Cl 0.74682 -3.22273 0.79765  -0.17
22 C -1.91048 -3.35756 0.35006  -0.73
23 H -4.13524 -1.21121 -1.05929  0.46
24 H -1.86551 -4.33648 0.80577  0.45

Cartesian forces (eV/Å) of the 2 atoms listed first:
-0.086 0.232 -0.132
0.026 0.067 -0.033

Relative energy (zero: lowest compared OMol25 entry of this formula, charge and spin): 0.0 kJ/mol
Net charge: +1
HOMO-LUMO gap: 6.7 eV
E_HOMO: -11.6 eV


(7)
Here is C12H15AsF6N6PSn as an isolated structure from OMol25. Energies are from ωB97M-V/def2-TZVPD.

Each line ends with the Mulliken spin population.
CARTESIAN COORDINATES (ANGSTROEM)
1 Sn 0.01272 -0.00896 2.88025  0.00
2 C -1.50327 -2.54453 -3.23313  -0.01
3 N -1.44492 -2.45505 -1.75165  -0.02
4 C -1.95770 -3.32744 -0.91285  0.29
5 C -1.65788 -2.83144 0.42179  0.37
6 N -0.97890 -1.68547 0.33093  -0.12
7 C -0.83577 -1.44461 -0.97244  0.41
8 P 0.01225 -0.01934 -1.83391  0.04
9 C 1.67536 0.00226 -0.98261  0.41
10 N 1.96022 0.00838 0.31918  -0.12
11 C 3.29266 0.02053 0.40507  0.37
12 C 3.86698 0.02813 -0.93185  0.29
13 N 2.85201 0.02052 -1.76681  -0.02
14 C 2.95293 0.02196 -3.24850  -0.01
15 C -0.81408 1.42025 -0.97807  -0.39
16 N -0.95758 1.66870 0.32532  0.12
17 C -1.62165 2.82229 0.40994  -0.37
18 C -1.90697 3.32059 -0.92716  -0.29
19 N -1.40005 2.44063 -1.76183  0.02
20 C -1.45001 2.52939 -3.24368  0.01
21 H -2.04443 -3.45182 -3.48973  0.00
22 H -2.03779 -1.68014 -3.61988  0.00
23 H -0.49046 -2.60154 -3.62508  0.00
24 H -2.48792 -4.22317 -1.21725  -0.01
25 H -1.93667 -3.31038 1.35234  0.01
26 H 3.85009 0.02309 1.33364  0.01
27 H 4.90669 0.03649 -1.24017  -0.01
28 H 4.00821 0.03582 -3.50936  0.00
29 H 2.49396 -0.88459 -3.63605  0.00
30 H 2.47046 0.91611 -3.63602  0.00
31 H -1.90039 3.30609 1.33795  -0.01
32 H -2.42496 4.22190 -1.23612  0.01
33 H -1.97447 3.44549 -3.50366  0.00
34 H -0.43475 2.56889 -3.63116  0.00
35 H -1.99720 1.67379 -3.63222  0.00
36 F -0.03110 -0.01418 4.76485  0.00
37 As -0.01167 -0.00821 7.42597  0.00
38 F 0.15473 -1.66030 7.03710  0.00
39 F -1.66589 -0.17903 7.05066  0.00
40 F 0.00561 -0.00287 9.07857  0.00
41 F -0.18437 1.64178 7.03075  0.00
42 F 1.63600 0.16000 7.01688  0.00

Cartesian forces (eV/Å) of the 2 atoms listed first:
0.022 -0.002 0.469
0.000 -0.009 0.116

Multiplicity: 2
Net charge: +4
HOMO-LUMO gap (spin up / spin down): 4.9 / 4.7 eV
E_HOMO (spin up / spin down): -21.3 / -21.3 eV


(8)
Here is a 5-piece molecular cluster, C2H15NO4 overall from OMol25. Energies are from ωB97M-V/def2-TZVPD.

Each line ends with the Mulliken charge.
CARTESIAN COORDINATES (ANGSTROEM)
1 C -1.02606 -0.81771 -1.63369  -1.03
2 C 0.46563 -0.92943 -1.25434  -0.28
3 N 0.66735 -0.57082 0.16263  -0.45
4 H -1.64774 -1.67586 -1.37568  0.31
5 H -1.10431 -0.77971 -2.72022  0.38
6 H -1.47545 0.11218 -1.29080  0.27
7 H 1.02875 -0.19889 -1.82773  0.23
8 H 0.76332 -1.95081 -1.50597  0.32
9 H 1.47453 -1.04299 0.54578  0.21
10 H -0.13630 -0.66537 0.76325  0.08
11 H 4.88283 0.36623 0.56542  0.28
12 H 3.61822 0.62704 1.13349  0.31
13 O 3.96859 0.10309 0.39242  -0.60
14 H -1.42994 1.61686 0.64980  0.38
15 H -2.93620 2.16466 0.45504  0.28
16 O -2.37281 1.55830 0.92052  -0.64
17 H -2.04516 -0.56891 1.76615  0.32
18 H -2.46651 -1.77285 2.55363  0.31
19 O -1.69565 -1.40471 2.11846  -0.66
20 H 0.46455 2.64549 -0.58391  0.32
21 H 0.67265 1.12191 -0.00109  0.44
22 O 0.32972 2.06231 0.16684  -0.79

Cartesian forces (eV/Å) of the 2 atoms listed first:
0.341 0.143 -0.793
-1.472 -0.012 0.503

Relative energy (zero: lowest compared OMol25 entry of this formula, charge and spin): 56.3 kJ/mol
SMILES: CCN.O.O.O.O
HOMO-LUMO gap: 10.3 eV
E_HOMO: -9.6 eV


Number 1 is which compound? C4H11N2O